Entry 1:
The following is a quantum chemistry calculation of C43H45BrClN6PSbY as an isolated structure, from the OMol25 dataset.

Each line ends with the Mulliken charge.
Atoms and positions in Å:
Y1 0.018 -0.875 -0.508  -0.17
C1 3.048 -1.622 1.656  -0.99
C2 2.985 -2.531 0.471  0.80
C3 4.064 -3.381 0.248  -1.03
C4 4.042 -4.277 -0.788  -0.90
C5 2.890 -4.350 -1.572  -0.80
C6 1.840 -3.488 -1.323  0.09
N1 1.896 -2.547 -0.331  0.89
Sb1 0.142 -4.026 -2.515  1.22
C7 -0.021 -2.246 -3.678  0.19
C8 0.313 -2.526 -4.998  -0.86
C9 0.158 -1.549 -5.968  -0.95
C10 -0.366 -0.340 -5.574  -1.00
C11 -0.677 -0.105 -4.240  1.01
C12 -1.292 1.224 -3.913  -1.07
N2 -0.478 -1.032 -3.270  0.45
C13 -1.483 -3.719 -1.140  -0.23
C14 -2.276 -4.850 -1.076  -0.81
C15 -3.410 -4.849 -0.267  -0.84
C16 -3.700 -3.720 0.462  -1.10
C17 -2.869 -2.610 0.386  0.99
C18 -3.183 -1.420 1.255  -1.01
N3 -1.784 -2.599 -0.420  0.96
H1 3.962 -1.029 1.660  0.58
H2 3.039 -2.218 2.573  0.60
H3 2.206 -0.949 1.702  -0.75
H4 4.917 -3.321 0.915  0.56
H5 4.883 -4.936 -0.972  0.47
H6 2.816 -5.096 -2.353  0.55
H7 0.672 -3.509 -5.278  0.53
H8 0.412 -1.739 -7.006  0.49
H9 -0.545 0.444 -6.302  0.52
H10 -1.070 1.957 -4.685  0.61
H11 -0.915 1.626 -2.981  -0.20
H12 -2.385 1.132 -3.873  0.33
H13 -2.024 -5.733 -1.650  0.56
H14 -4.045 -5.726 -0.206  0.46
H15 -4.563 -3.688 1.118  0.59
H16 -3.236 -1.726 2.302  0.56
H17 -4.164 -1.008 0.998  0.60
H18 -2.443 -0.631 1.183  -0.43
Cl1 -0.282 -2.257 2.089  0.05
C19 0.287 -1.384 3.524  1.82
C20 0.349 -2.138 4.678  -0.66
C21 0.768 -1.510 5.841  -0.83
C22 1.104 -0.162 5.822  -0.82
C23 1.028 0.559 4.640  -0.95
C24 0.625 -0.045 3.448  -0.75
P1 0.505 0.919 1.902  2.07
C25 2.030 1.892 1.810  1.39
C26 3.017 1.554 0.883  -0.44
C27 4.212 2.258 0.819  -1.34
C28 4.428 3.328 1.681  -0.83
C29 3.447 3.691 2.595  -0.94
C30 2.256 2.981 2.656  -0.83
C31 -0.838 2.076 2.319  1.18
C32 -0.846 3.415 1.928  -0.86
C33 -1.919 4.241 2.265  -1.07
C34 -2.978 3.739 3.013  -0.82
C35 -2.964 2.409 3.432  -0.83
C36 -1.899 1.586 3.088  -0.64
H19 0.075 -3.188 4.673  0.58
H20 0.824 -2.080 6.761  0.45
H21 1.426 0.329 6.730  0.50
H22 1.289 1.609 4.651  0.34
H23 2.876 0.724 0.205  0.76
H24 4.977 1.972 0.105  0.58
H25 5.359 3.882 1.640  0.47
H26 3.608 4.527 3.266  0.50
H27 1.501 3.299 3.367  0.40
H28 -0.006 3.836 1.389  0.67
H29 -1.901 5.288 1.981  0.53
H30 -3.786 4.397 3.318  0.52
H31 -3.764 2.028 4.061  0.53
H32 -1.879 0.566 3.464  0.44
Br1 0.367 2.601 -1.052  0.02
C37 1.710 1.758 -2.095  0.37
C38 2.602 2.532 -2.801  -0.90
C39 3.567 1.858 -3.538  -0.74
C40 3.584 0.470 -3.536  -0.95
C41 2.639 -0.204 -2.793  -0.37
N4 1.698 0.433 -2.069  1.18
H33 2.552 3.611 -2.774  0.60
H34 4.298 2.418 -4.111  0.51
H35 4.319 -0.085 -4.102  0.59
H36 2.615 -1.288 -2.764  0.32
N5 -5.284 2.350 -1.376  -0.22
C42 -3.869 2.754 -0.965  -1.25
C43 -3.093 1.679 -0.214  0.33
N6 -2.459 0.596 -1.007  0.36
H37 -5.772 3.127 -1.827  0.40
H38 -5.849 2.082 -0.568  0.35
H39 -5.306 1.572 -2.034  0.32
H40 -3.996 3.625 -0.325  0.54
H41 -3.368 3.073 -1.879  0.38
H42 -3.719 1.230 0.556  0.71
H43 -2.322 2.220 0.323  -0.70
H44 -3.113 -0.138 -1.260  0.28
H45 -2.105 0.973 -1.876  -0.75

Values from the calculation:
Total charge   +4
Molar mass   1002.87 g/mol
Frontier orbital gap   0.30164 Ha
E_LUMO   -0.36271 Eh
Energy above the lowest of the compared OMol25 structures with the same formula, charge and spin   150.9 kJ/mol

---

Entry 2:
The following is a quantum chemistry calculation of C43H45ClN10O9Sr as an isolated structure, from the OMol25 dataset.

Each line ends with the Mulliken charge.
Atoms and positions in Å:
Sr1 -0.502 -1.185 -0.785  1.49
C1 3.513 5.055 11.634  -0.83
O1 2.348 5.304 10.869  -0.47
C2 2.219 4.647 9.688  0.97
C3 3.150 3.748 9.185  -0.70
C4 2.906 3.134 7.961  -0.71
C5 1.755 3.398 7.234  0.26
C6 0.830 4.308 7.755  -0.51
C7 1.057 4.924 8.964  -0.58
C8 1.472 2.765 5.941  0.30
N1 0.446 3.051 5.178  -0.85
C9 0.566 2.220 4.089  0.92
C10 1.686 1.436 4.194  0.08
N2 2.270 1.799 5.386  -0.12
C11 2.074 0.487 3.199  0.41
C12 3.225 -0.308 3.253  -0.71
C13 3.487 -1.173 2.221  -1.41
C14 2.583 -1.241 1.157  -0.51
N3 1.492 -0.506 1.089  0.66
C15 1.229 0.359 2.079  -0.52
C16 0.024 1.189 1.954  -0.12
N4 -0.736 1.033 0.851  0.60
C17 -1.804 1.793 0.715  -0.50
C18 -2.194 2.758 1.652  -1.24
C19 -1.437 2.922 2.783  -0.73
C20 -0.298 2.123 2.949  0.55
H1 3.424 5.669 12.525  0.24
H2 4.414 5.341 11.086  0.34
H3 3.578 4.003 11.922  0.33
H4 4.059 3.516 9.719  0.38
H5 3.654 2.445 7.587  0.22
H6 -0.070 4.520 7.194  0.48
H7 0.350 5.628 9.379  0.42
H8 3.100 1.414 5.797  0.18
H9 3.901 -0.241 4.097  0.41
H10 4.367 -1.801 2.217  0.45
H11 2.736 -1.935 0.338  0.64
H12 -2.403 1.612 -0.169  0.55
H13 -3.090 3.337 1.476  0.47
H14 -1.690 3.642 3.549  0.57
O2 1.376 -2.618 -1.582  -0.56
C21 1.879 -1.630 -2.198  0.77
O3 1.482 -0.453 -2.042  -0.95
C22 2.988 -1.895 -3.180  0.10
C23 3.538 -3.165 -3.282  -0.28
C24 4.559 -3.449 -4.193  -1.36
C25 4.980 -2.409 -4.984  1.09
O4 5.950 -2.423 -5.950  -0.51
C26 6.000 -1.098 -6.480  -0.25
O5 5.037 -0.306 -5.794  -0.52
C27 4.431 -1.142 -4.886  0.91
C28 3.437 -0.845 -3.993  -1.04
H15 3.146 -3.939 -2.636  0.55
H16 4.995 -4.434 -4.276  0.42
H17 5.751 -1.129 -7.543  0.25
H18 6.996 -0.684 -6.312  0.25
H19 3.004 0.140 -3.897  0.52
C29 -1.492 -4.277 -2.532  -0.83
C30 -2.029 -5.193 -3.663  -0.84
N5 -2.287 -4.414 -4.875  -0.20
C31 -1.058 -3.725 -5.268  -0.91
C32 -0.587 -2.768 -4.143  -0.42
N6 -1.484 -2.878 -2.981  1.60
C33 -2.846 -2.508 -3.398  -0.39
C34 -3.307 -3.408 -4.572  -0.87
H20 -0.464 -4.533 -2.263  0.21
H21 -2.109 -4.339 -1.634  0.46
H22 -2.963 -5.675 -3.368  0.31
H23 -1.313 -5.981 -3.906  0.30
H24 -1.250 -3.183 -6.197  0.26
H25 -0.298 -4.481 -5.482  0.39
H26 -0.590 -1.724 -4.467  0.60
H27 0.422 -3.013 -3.814  -0.24
H28 -2.832 -1.452 -3.676  -0.13
H29 -3.500 -2.606 -2.532  0.30
H30 -3.483 -2.823 -5.478  0.31
H31 -4.238 -3.923 -4.328  0.35
O6 -2.783 -2.547 -0.009  -0.58
Cl1 -3.719 -1.422 0.115  1.51
O7 -3.554 -0.802 1.399  -0.67
O8 -5.055 -1.866 -0.081  -0.73
O9 -3.314 -0.482 -0.934  -0.47
N7 -1.116 -4.943 1.945  -0.02
C35 -1.567 -4.089 2.925  -0.67
C36 -1.044 -2.874 2.611  -0.53
N8 -0.268 -2.969 1.480  0.35
C37 -0.334 -4.222 1.109  -0.71
H32 -1.339 -5.917 1.846  0.20
H33 -2.223 -4.414 3.711  0.42
H34 -1.205 -1.935 3.114  0.41
H35 0.149 -4.648 0.244  0.52
N9 -1.270 0.597 -2.648  -0.22
C38 -1.917 1.374 -3.205  -0.20
N10 -2.681 2.232 -3.843  0.28
C39 -4.032 1.850 -4.258  -0.52
C40 -4.976 3.022 -4.042  -0.76
C41 -4.444 4.280 -4.723  -0.65
C42 -3.037 4.611 -4.233  -0.62
C43 -2.101 3.432 -4.450  -0.78
H36 -4.327 0.978 -3.677  0.35
H37 -4.011 1.566 -5.318  0.30
H38 -5.078 3.195 -2.967  0.30
H39 -5.965 2.761 -4.423  0.36
H40 -5.116 5.120 -4.545  0.33
H41 -4.421 4.123 -5.808  0.31
H42 -3.063 4.848 -3.166  0.29
H43 -2.641 5.487 -4.750  0.35
H44 -1.122 3.596 -4.003  0.43
H45 -1.956 3.255 -5.523  0.34

Values from the calculation:
Molar mass   968.97 g/mol
Frontier orbital gap   0.28475 Ha
E_LUMO   0.00874 Eh
Energy above the lowest of the compared OMol25 structures with the same formula, charge and spin   0.0 kJ/mol

---

Entry 3:
The following is a quantum chemistry calculation of C43H45NO3PS4SnTe as an isolated structure in a non-equilibrium geometry, from the OMol25 dataset.

Each line ends with the Mulliken charge.
Atoms and positions in Å:
Sn1 -22.464 -13.710 -3.605  0.23
C1 -17.892 -17.520 -5.046  -0.81
O1 -18.170 -17.215 -3.663  -0.11
C2 -17.524 -18.012 -2.709  -0.63
C3 -17.825 -17.469 -1.361  -0.62
O2 -19.225 -17.325 -1.128  -0.05
C4 -19.408 -16.479 0.020  -0.51
C5 -20.800 -16.683 0.544  -0.59
O3 -21.799 -16.174 -0.413  -0.14
C6 -23.114 -16.324 0.157  -0.83
H1 -17.231 -16.810 -5.480  0.30
H2 -18.860 -17.182 -5.429  0.16
H3 -17.623 -18.555 -5.178  0.36
H4 -16.385 -17.958 -2.810  0.31
H5 -17.859 -19.047 -2.751  0.38
H6 -17.260 -16.509 -1.301  0.34
H7 -17.359 -18.147 -0.573  0.29
H8 -19.252 -15.403 -0.217  0.19
H9 -18.669 -16.887 0.781  0.39
H10 -20.853 -16.234 1.559  0.43
H11 -20.980 -17.768 0.703  0.33
H12 -23.048 -16.853 1.109  0.40
H13 -23.756 -16.934 -0.509  0.22
H14 -23.539 -15.336 0.348  0.22
N1 -16.672 -11.699 -6.114  -0.25
C7 -15.882 -11.839 -7.224  0.57
C8 -14.467 -11.883 -7.099  -0.55
C9 -13.624 -11.817 -8.212  -0.62
C10 -14.192 -11.377 -9.440  -0.81
C11 -15.587 -11.277 -9.574  -0.02
C12 -16.419 -11.667 -8.498  0.20
P1 -18.199 -12.059 -8.743  0.39
C13 -18.852 -10.687 -9.717  0.39
C14 -18.203 -9.477 -9.917  -0.31
C15 -18.831 -8.386 -10.513  -0.57
C16 -20.164 -8.456 -10.942  -0.52
C17 -20.887 -9.667 -10.617  -0.52
C18 -20.207 -10.761 -10.122  -0.74
C19 -18.185 -13.354 -9.964  0.37
C20 -18.167 -14.631 -9.339  -0.63
C21 -17.978 -15.775 -10.125  -0.42
C22 -17.772 -15.681 -11.508  -0.48
C23 -17.871 -14.409 -12.153  -0.55
C24 -17.997 -13.237 -11.363  -0.16
H15 -16.176 -11.422 -5.265  0.19
H16 -17.688 -11.379 -6.288  0.05
H17 -14.038 -12.007 -6.116  0.37
H18 -12.557 -12.092 -8.119  0.36
H19 -13.549 -11.213 -10.296  0.34
H20 -16.062 -10.752 -10.418  0.37
H21 -17.270 -9.338 -9.362  0.39
H22 -18.243 -7.463 -10.653  0.32
H23 -20.695 -7.606 -11.341  0.37
H24 -21.976 -9.746 -10.866  0.32
H25 -20.641 -11.713 -9.943  0.47
H26 -18.290 -14.741 -8.241  0.41
H27 -18.042 -16.683 -9.539  0.39
H28 -17.662 -16.592 -12.104  0.33
H29 -17.783 -14.318 -13.257  0.34
H30 -17.892 -12.228 -11.835  0.24
S1 -20.998 -9.661 -5.405  -0.37
C25 -21.514 -11.153 -4.976  0.12
S2 -20.260 -12.186 -4.172  -0.25
S3 -23.117 -11.705 -5.330  -0.35
S4 -21.810 -15.208 -5.481  -0.26
C26 -21.984 -16.811 -4.840  0.07
C27 -22.853 -17.661 -5.545  -0.60
C28 -22.833 -18.997 -5.234  -0.41
C29 -22.036 -19.467 -4.198  -0.48
C30 -21.184 -18.652 -3.475  -0.63
C31 -21.274 -17.292 -3.709  -0.01
H31 -23.462 -17.274 -6.328  0.50
H32 -23.477 -19.742 -5.768  0.26
H33 -22.056 -20.550 -3.985  0.30
H34 -20.452 -19.085 -2.817  0.40
H35 -20.675 -16.661 -3.065  0.48
Te1 -19.952 -11.699 -1.343  0.40
C32 -21.956 -11.276 -0.878  -0.22
C33 -22.732 -10.253 -1.589  -0.05
C34 -24.090 -10.024 -1.232  -0.85
C35 -24.589 -10.691 -0.107  -0.38
C36 -23.825 -11.544 0.656  -0.54
C37 -22.523 -11.867 0.244  -0.15
C38 -19.200 -9.605 -1.140  0.10
C39 -18.214 -9.120 -2.036  -0.45
C40 -17.828 -7.784 -1.929  -0.46
C41 -18.308 -6.970 -0.903  -0.46
C42 -19.280 -7.489 -0.005  -0.47
C43 -19.761 -8.778 -0.145  -0.24
H36 -22.253 -9.695 -2.406  0.41
H37 -24.719 -9.318 -1.725  0.42
H38 -25.580 -10.490 0.110  0.44
H39 -24.287 -12.019 1.562  0.29
H40 -21.984 -12.650 0.822  0.32
H41 -17.865 -9.828 -2.758  0.46
H42 -17.038 -7.327 -2.554  0.29
H43 -17.923 -5.988 -0.714  0.39
H44 -19.644 -6.891 0.816  0.35
H45 -20.663 -9.185 0.383  0.31

Values from the calculation:
Total charge   -1
Molar mass   1029.39 g/mol
Frontier orbital gap   0.20923 Ha
E_LUMO   0.08092 Eh
Energy above the lowest of the compared OMol25 structures with the same formula, charge and spin   101.0 kJ/mol

---

Entry 4:
The following is a quantum chemistry calculation of C43H46AuBN11PS as an isolated structure in a non-equilibrium geometry, from the OMol25 dataset.

Each line ends with the Mulliken charge.
Atoms and positions in Å:
Au1 0.021 0.006 -0.309  1.28
C1 -3.232 -4.104 -1.483  -1.53
C2 -2.387 -3.289 -0.586  0.34
C3 -1.828 -3.651 0.627  -0.90
C4 -1.147 -2.516 1.086  -0.72
N1 -1.282 -1.551 0.167  0.28
N2 -2.040 -2.012 -0.835  0.86
B1 -2.756 -1.015 -1.751  -1.63
N3 -3.321 0.069 -0.813  0.26
N4 -2.570 0.792 -0.009  1.10
C5 -3.394 1.624 0.675  0.31
C6 -4.726 1.381 0.259  -1.29
C7 -4.644 0.403 -0.695  0.14
C8 -5.730 -0.235 -1.473  -1.53
C9 -2.975 2.595 1.646  0.78
C10 -3.947 3.324 2.361  -0.83
C11 -3.575 4.265 3.293  -0.85
C12 -2.230 4.514 3.538  -0.68
C13 -1.256 3.807 2.836  -1.11
C14 -1.619 2.860 1.904  0.99
N5 -1.803 -0.292 -2.709  0.65
N6 -1.053 0.703 -2.226  -0.10
C15 -0.692 1.496 -3.247  -1.09
C16 -1.184 0.935 -4.440  -1.07
C17 -1.897 -0.185 -4.055  0.42
C18 -2.604 -1.167 -4.908  -1.53
C19 -0.039 2.774 -3.053  1.27
C20 -0.121 3.417 -1.815  0.11
C21 0.466 4.652 -1.635  -0.50
C22 1.135 5.267 -2.684  -0.64
C23 1.206 4.643 -3.922  -0.95
C24 0.620 3.408 -4.110  -0.80
C25 -0.574 -2.310 2.404  0.73
C26 -0.290 -3.407 3.222  -0.76
C27 0.037 -3.222 4.553  -0.96
C28 0.089 -1.944 5.087  -0.74
C29 -0.150 -0.847 4.274  -0.61
C30 -0.482 -1.024 2.943  0.82
H1 -3.249 -5.132 -1.131  0.47
H2 -2.849 -4.077 -2.501  0.28
H3 -4.250 -3.719 -1.497  0.24
H4 -1.935 -4.596 1.117  0.58
H5 -3.608 -1.541 -2.360  -0.13
H6 -5.614 1.874 0.587  0.58
H7 -6.682 0.222 -1.220  0.39
H8 -5.789 -1.298 -1.249  0.25
H9 -5.557 -0.122 -2.541  0.28
H10 -4.995 3.142 2.188  0.40
H11 -4.331 4.807 3.838  0.42
H12 -1.942 5.252 4.271  0.44
H13 -0.212 4.003 3.028  0.52
H14 -0.868 2.312 1.355  0.01
H15 -1.074 1.310 -5.437  0.57
H16 -2.407 -0.949 -5.954  0.43
H17 -3.678 -1.134 -4.737  0.27
H18 -2.262 -2.177 -4.684  0.27
H19 -0.670 2.944 -1.015  0.67
H20 0.388 5.151 -0.682  0.54
H21 1.587 6.235 -2.542  0.48
H22 1.710 5.133 -4.740  0.44
H23 0.665 2.927 -5.075  0.47
H24 -0.357 -4.408 2.824  0.46
H25 0.213 -4.081 5.181  0.47
H26 0.300 -1.806 6.136  0.45
H27 -0.119 0.148 4.691  0.58
H28 -0.739 -0.176 2.324  0.49
N7 2.104 0.712 -2.985  -0.08
C31 2.365 1.393 -1.859  -0.10
N8 1.736 1.250 -0.720  0.52
C32 2.382 1.902 0.313  -0.53
C33 2.046 1.846 1.661  -0.51
C34 2.870 2.477 2.575  -1.32
C35 4.006 3.169 2.167  -0.86
C36 4.343 3.252 0.829  -0.52
C37 3.529 2.608 -0.085  1.36
S1 3.762 2.440 -1.810  -0.24
H29 1.181 0.322 -3.116  0.05
H30 2.597 0.991 -3.819  0.34
H31 1.175 1.288 1.976  0.60
H32 2.636 2.428 3.627  0.59
H33 4.645 3.630 2.903  0.47
H34 5.212 3.798 0.497  0.53
C38 4.901 -2.519 1.073  -0.99
N9 4.416 -2.513 -0.294  0.30
C39 3.924 -3.831 -0.647  -0.93
N10 2.857 -4.236 0.250  0.23
C40 3.330 -4.213 1.624  -1.01
N11 3.845 -2.905 1.991  0.27
C41 2.826 -1.916 2.131  -1.13
P1 1.896 -1.658 0.502  1.93
C42 3.458 -1.474 -0.542  -1.26
C43 1.656 -3.477 0.067  -1.05
H35 5.263 -1.524 1.340  0.39
H36 5.717 -3.240 1.161  0.32
H37 4.741 -4.551 -0.565  0.32
H38 3.554 -3.827 -1.676  0.39
H39 4.135 -4.943 1.732  0.29
H40 2.512 -4.483 2.296  0.41
H41 3.271 -0.955 2.413  0.55
H42 2.112 -2.220 2.902  0.11
H43 3.914 -0.507 -0.313  0.39
H44 3.187 -1.490 -1.602  0.51
H45 1.339 -3.537 -0.981  0.50
H46 0.859 -3.895 0.687  0.38

Values from the calculation:
Total charge   +2
Molar mass   987.74 g/mol
Frontier orbital gap (spin up / spin down)   0.14093 / 0.14090 Ha
E_LUMO (spin up / spin down)   -0.30562 / -0.30564 Eh
Energy above the lowest of the compared OMol25 structures with the same formula, charge and spin   0.0 kJ/mol

---

Calculated electronic energy in order - -5647.0779, -3381.1846, -4362.3540, -3168.1562 a.u.